Below is a molecular structure, C20H30N12O4STi at a distorted geometry, with properties calculated with wB97M-V/def2-TZVPD.

Structure (XYZ):
```
68
Properties=species:S:1:pos:R:3
Ti 0.1139 0.4204 0.1278
O 0.3188 -3.3580 2.5294
C 1.4130 -2.9520 3.2190
C 2.0625 -3.9014 4.0062
C 3.2173 -3.5710 4.6884
C 3.7426 -2.2855 4.5918
C 3.0884 -1.3382 3.8202
C 1.9203 -1.6486 3.1251
C 1.2157 -0.6113 2.3247
O 0.2305 -0.9820 1.4773
N 1.5395 0.6292 2.4755
N 0.7036 1.4021 1.6675
C 0.3437 2.6500 2.0706
C -0.8090 3.2780 1.5228
C -1.1412 4.5980 1.9113
C -2.2624 5.2497 1.4356
C -3.1254 4.5851 0.5630
C -2.8458 3.2678 0.1911
C -1.7152 2.5940 0.6312
O -1.5162 1.3111 0.2560
H -0.0370 -2.5778 2.0547
H 1.6319 -4.8955 4.0740
H 3.7096 -4.3193 5.3015
H 4.6510 -2.0248 5.1199
H 3.4677 -0.3259 3.7337
H 0.8915 3.1229 2.8794
H -0.4809 5.1000 2.6169
H -2.4831 6.2617 1.7573
H -4.0118 5.0800 0.1823
H -3.5414 2.7308 -0.4434
N -3.1622 0.2417 -2.0892
N -3.8342 -1.0013 -2.0332
C -3.3332 -2.0386 -1.3766
N -3.8977 -3.2375 -1.7321
S -2.1263 -1.9444 -0.2349
H -2.5514 0.3092 -1.2686
H -3.8741 0.9465 -1.9612
H -4.3288 -1.2087 -2.8821
H -4.8579 -3.2210 -2.0479
H -3.6972 -3.9712 -1.0726
C 0.5494 -2.8970 -4.1536
N -0.0938 -1.7343 -3.5486
C -1.0126 -1.0184 -4.4170
C 0.2787 -1.1977 -2.3632
N 0.0115 -0.0155 -1.9600
N 1.0437 -2.0276 -1.5322
C 1.9077 -1.5409 -0.5448
N 2.5557 -2.5237 0.1324
N 2.1870 -0.2831 -0.4705
H 0.9851 -2.6229 -5.1176
H -0.1781 -3.6946 -4.3214
H 1.3506 -3.2748 -3.5270
H -1.6343 -1.7465 -4.9414
H -0.4786 -0.4192 -5.1601
H -1.6651 -0.3698 -3.8350
H -0.3736 0.6128 -2.6472
H 0.7823 -2.9927 -1.4719
H 2.0261 -3.3674 0.3053
H 3.0113 -2.2117 0.9733
H 2.9263 -0.1329 0.2036
N 2.4887 3.4929 -0.3105
C 1.2146 3.4816 -0.8031
N 0.6381 4.6856 -1.0552
O 0.6550 2.4301 -1.1315
H 2.8070 4.2872 0.2136
H 2.8077 2.5963 0.0056
H 0.9398 5.4827 -0.5240
H -0.3593 4.6371 -1.2102
```

relative energy (zero: lowest compared OMol25 entry of this formula, charge and spin): 39.3 kcal/mol
spin multiplicity: 3
<S²>: 2.0319
total energy: -81252.2765 eV
LUMO energy (spin up / spin down): 0.0080 / 0.0079 hartree